The following is a DFT calculation (ωB97M-V/def2-TZVPD) of a molecular structure, C12H23N2O2P2PbSe in a non-equilibrium geometry.

Geometry as XYZ:
```
43
Properties=species:S:1:pos:R:3:forces:R:3:mulliken_charge:R:1
Pb -0.051961 0.956632 1.626357 0.5160 0.5438 -0.1784 0.783
P 2.242446 -0.514297 1.172137 0.2852 -1.0887 -0.4239 0.543
C 2.298255 -0.957264 -0.560056 0.2617 0.5669 -0.4547 -0.775
C 1.081027 -1.132867 -1.229213 -0.9318 0.7336 -0.1988 0.605
N -0.088832 -0.581453 -0.694046 -0.3077 -1.1089 0.2183 0.185
C -1.255793 -1.119591 -1.108852 -0.3630 0.1430 0.7115 0.496
C -1.335292 -2.148275 -2.061753 -0.2281 0.3738 0.3304 -0.713
C -0.178680 -2.515128 -2.743295 -0.6774 0.2060 -0.2357 -0.667
C 1.011731 -1.923303 -2.400802 0.4073 0.2576 0.5866 -0.863
C -2.574106 -0.686612 -0.421897 0.3239 -0.5276 -0.1527 -1.075
P -2.542316 0.948796 0.358574 -0.8250 -0.8805 -0.6019 0.535
H 1.943660 -2.076612 -2.918333 0.0498 -0.4567 -0.1668 0.507
H -2.327141 -2.581943 -2.248979 0.6488 0.0967 -0.1294 0.499
H -0.255391 -3.223208 -3.548612 0.1628 -0.1725 -0.2183 0.486
H -3.412728 -0.679692 -1.143730 0.3928 -0.2289 0.2764 0.576
H -2.830633 -1.399584 0.392403 0.1723 0.1142 -0.5903 0.467
H 3.053762 2.760978 -3.255415 -0.0064 -0.3883 2.0472 0.334
H 3.228009 -1.161232 -1.122442 -0.4814 0.0285 0.6212 0.411
H 0.906613 2.995135 -1.475130 0.1490 0.2474 -0.0894 0.460
O 2.818105 2.554568 -2.296264 -0.2500 0.2379 -0.7005 -0.635
H 3.613909 2.445082 -1.735666 -0.3732 0.3100 -1.0659 0.318
H 0.217333 2.328721 -0.112157 -0.3008 2.3274 -1.8968 0.212
O 0.115660 3.127597 -0.862279 1.1041 -1.9301 1.5879 -0.303
H 0.215231 3.973477 -0.365898 0.0425 -0.0046 -0.3387 0.508
C -2.740519 1.988506 -1.108189 0.4455 0.6678 -0.1041 -1.335
H -3.679809 1.706854 -1.601403 0.2049 0.0608 0.1428 0.518
H -2.801639 3.038138 -0.792922 -0.0492 -0.1386 -0.3056 0.391
H -1.912895 1.856510 -1.815742 -0.2502 0.0722 0.1183 0.343
C -4.169436 1.079342 1.126291 -0.0363 0.0918 0.6276 -1.074
H -4.135699 1.902467 1.849493 -0.2492 -0.1336 -0.1199 0.403
H -4.935669 1.289421 0.367100 0.1998 -0.1648 0.2483 0.405
H -4.391647 0.151733 1.669433 -0.0846 0.2650 -0.1184 0.395
C 1.857170 -2.137890 1.924031 0.2239 -0.1564 0.1671 -1.028
H 2.785370 -2.721397 1.918010 -0.2979 -0.0980 0.1156 0.421
H 1.475181 -2.027940 2.943944 0.3148 -0.0595 -0.1580 0.245
H 1.094557 -2.658963 1.331098 0.2086 0.1783 0.0605 0.344
C 3.944417 -0.079695 1.635314 -0.2275 0.1746 0.2923 -1.121
H 3.929390 0.260480 2.677541 0.2282 -0.1520 -0.1574 0.398
H 4.587248 -0.964401 1.527572 -0.1141 0.2979 0.0363 0.419
H 4.307783 0.747523 1.015285 -0.0334 -0.2336 0.0981 0.332
Se -0.296046 -1.671323 6.092085 -0.0106 -0.2761 0.5260 0.375
C -0.380239 -0.850657 4.519233 -0.1702 1.2678 -2.2347 0.370
N -0.430384 -0.298645 3.477159 -0.0741 -1.0637 1.8279 -0.695
```
Forces are in eV/Å.

The HOMO energy (spin up / spin down) comes out at -17.44 / -16.51 eV. The calculation puts the orbital gap (spin up / spin down) at 6.94 / 4.34 eV. As for the energy relative to the best compared isomer or geometry (same formula, charge and spin): 58.5 kcal/mol. The value obtained for the energy is -109033.7343 eV. For the molar mass, the calculation gives 575.44 g mol⁻¹. As for the total charge: +3.